Entry 1:
Here is a 12-piece molecular cluster, C36H102N6O18 overall in a non-equilibrium geometry from OMol25. Energies are from the ωB97M-V functional and the def2-TZVPD basis.

The calculation puts the max |F| at 3.70 eV/Å. For the calculated total energy, the calculation gives -3115.409939 Ha. Its charge is 0. As for the HOMO energy: -0.326 Ha. The calculation puts the gap between HOMO and LUMO at 0.3438 Eh. Its SMILES is COC[C@H](C)N.COC[C@H](C)N.COC[C@H](C)N.COC[C@H](C)N.COC[C@H](C)N.COC[C@H](C)N.OCCO.OCCO.OCCO.OCCO.OCCO.OCCO. Its energy above the lowest of the compared OMol25 structures with the same formula, charge and spin is 2.8369 eV.

The geometry in XYZ format:
```
162
Properties=species:S:1:pos:R:3:mulliken_charge:R:1
C 7.341 -1.126 2.988 -0.8238
O 6.549 -1.159 1.863 -0.3971
C 5.219 -0.941 2.133 -0.4557
C 4.476 -0.174 0.985 0.3914
C 5.198 1.182 0.712 -1.3768
N 3.089 0.020 1.282 0.1432
H 8.346 -1.314 2.645 0.2841
H 7.012 -1.890 3.647 0.3632
H 7.375 -0.213 3.558 0.3401
H 4.630 -1.876 2.407 0.1495
H 5.075 -0.376 3.062 0.4046
H 4.493 -0.865 0.152 0.1391
H 4.900 1.830 1.588 0.3584
H 4.808 1.738 -0.130 0.2008
H 6.298 1.177 0.714 0.3497
H 2.821 -0.790 1.836 -0.2573
H 2.959 0.846 1.909 -0.1941
C 1.581 1.580 4.493 -0.1799
O 1.347 0.467 5.197 -0.3346
C 2.437 -0.383 5.589 -0.1696
C 1.905 -1.464 6.588 0.3765
C 3.053 -2.338 7.041 -1.6649
N 0.820 -2.315 6.022 -0.5937
H 0.690 2.245 4.394 0.1815
H 1.751 1.345 3.436 -0.2158
H 2.456 2.097 4.868 0.4616
H 2.741 -0.944 4.703 -0.2201
H 3.314 0.182 5.911 0.5461
H 1.532 -0.943 7.491 0.3876
H 3.775 -1.697 7.591 0.4359
H 3.451 -2.860 6.206 0.2604
H 2.691 -3.107 7.672 0.4263
H 1.160 -2.865 5.272 0.1212
H 0.176 -1.585 5.691 0.2724
C 2.067 2.950 -2.029 0.0818
O 3.180 2.492 -2.789 -0.2413
C 4.119 3.432 -3.258 -0.8991
C 3.563 4.277 -4.451 1.4074
C 3.040 3.456 -5.644 -1.1512
N 4.665 5.249 -4.834 -0.7253
H 2.259 2.691 -0.969 0.1504
H 1.174 2.438 -2.458 -0.4675
H 1.847 4.023 -2.126 0.2834
H 4.477 4.042 -2.386 0.2890
H 5.015 2.883 -3.631 0.3963
H 2.732 4.876 -4.170 -0.4401
H 2.118 2.918 -5.428 -0.0406
H 3.761 2.738 -5.957 0.3724
H 2.772 4.161 -6.460 0.3753
H 5.472 4.690 -5.173 0.2556
H 4.349 5.944 -5.521 0.2749
C -2.639 -5.688 2.131 -0.9676
O -1.705 -4.741 1.805 -0.0200
C -2.180 -3.434 1.895 -0.0976
C -2.230 -2.805 3.280 -0.0606
C -2.434 -1.330 3.191 -1.2925
N -0.937 -3.130 3.936 -0.2298
H -2.902 -5.778 3.174 0.2743
H -2.239 -6.600 1.783 0.2949
H -3.542 -5.459 1.513 0.3113
H -1.399 -2.790 1.370 -0.7321
H -3.083 -3.336 1.307 0.9812
H -2.973 -3.157 3.964 0.6512
H -2.750 -1.056 4.227 0.4730
H -3.200 -1.000 2.484 0.0054
H -1.592 -0.828 2.849 0.0887
H -0.148 -2.928 3.327 0.0138
H -0.919 -4.146 3.976 0.1675
C -7.466 1.101 1.387 -0.7598
O -6.342 1.879 1.783 -0.4232
C -5.092 1.579 1.234 -0.0267
C -4.236 2.835 1.111 1.0786
C -3.934 3.433 2.544 -1.6323
N -4.971 3.776 0.253 -0.5398
H -8.351 1.572 1.894 0.2444
H -7.281 0.074 1.639 0.3325
H -7.728 1.182 0.317 0.2834
H -4.579 0.838 1.880 0.1656
H -5.250 1.122 0.205 0.1696
H -3.317 2.555 0.703 -0.4080
H -3.372 2.683 3.178 0.2374
H -4.782 3.674 3.163 0.3510
H -3.358 4.322 2.481 0.4502
H -4.550 4.713 0.185 0.2608
H -5.919 3.804 0.657 0.2621
C 1.946 -2.345 -0.596 0.2354
O 1.575 -2.805 -1.886 -0.2230
C 0.949 -4.088 -1.752 -0.9363
C -0.562 -3.882 -1.536 2.8108
C -1.172 -5.282 -1.520 -1.7959
N -1.087 -2.996 -2.567 0.0615
H 1.199 -2.514 0.171 -0.0973
H 2.161 -1.272 -0.638 -0.2701
H 2.894 -2.812 -0.173 0.2315
H 1.086 -4.646 -2.687 0.3776
H 1.456 -4.693 -0.976 0.3001
H -0.758 -3.452 -0.527 -1.8629
H -0.679 -5.886 -0.760 0.3733
H -1.104 -5.669 -2.524 0.5278
H -2.234 -5.275 -1.266 0.2823
H -0.990 -3.453 -3.516 0.2543
H -0.562 -2.142 -2.591 -0.1736
O -1.499 5.914 -1.922 -0.5400
C -1.276 6.818 -2.949 -0.3955
C 0.038 6.698 -3.650 -0.3542
O 0.183 5.504 -4.374 -0.4258
H -1.366 5.038 -2.286 0.1170
H -2.027 6.778 -3.753 0.1771
H -1.370 7.813 -2.465 0.4251
H 0.813 6.716 -2.881 0.2160
H 0.156 7.515 -4.393 0.3919
H -0.109 4.761 -3.781 0.1605
O -1.563 1.062 -1.630 0.9410
C -0.743 0.369 -0.696 0.5329
C -0.653 1.288 0.546 0.0014
O 0.538 1.222 1.283 -0.3109
H -1.957 0.462 -2.256 -0.4542
H -1.220 -0.619 -0.532 -0.3358
H 0.235 0.273 -1.086 -0.0404
H -1.472 1.030 1.249 -0.2062
H -0.712 2.313 0.104 0.1575
H 1.157 0.661 0.780 0.2575
O 2.626 -3.878 2.910 -0.4073
C 1.775 -5.081 2.733 0.1901
C 1.612 -5.729 4.083 -0.6053
O 2.913 -5.874 4.617 -0.5782
H 3.354 -4.176 3.457 0.2744
H 0.762 -4.878 2.342 -0.3441
H 2.225 -5.740 2.006 0.4716
H 1.064 -6.661 3.884 0.4018
H 0.968 -5.183 4.820 0.3172
H 2.812 -6.187 5.526 0.3413
O -3.823 2.666 -2.576 -0.2793
C -3.754 3.573 -3.758 -0.5547
C -2.409 3.247 -4.355 -0.6008
O -1.302 3.333 -3.470 0.4533
H -4.382 3.107 -1.848 0.0938
H -4.588 3.425 -4.463 0.3243
H -3.709 4.573 -3.337 0.2995
H -2.294 4.048 -5.107 0.3896
H -2.422 2.262 -4.758 0.2324
H -1.372 2.595 -2.811 0.0775
O -3.043 -0.450 -3.328 -0.5021
C -4.409 -0.617 -2.999 -0.5118
C -4.620 -1.302 -1.726 -0.0123
O -4.197 -2.678 -1.835 -0.6335
H -2.630 -1.288 -3.407 0.0721
H -4.746 0.406 -2.878 0.2494
H -4.928 -1.097 -3.890 0.2662
H -5.635 -1.325 -1.397 0.5404
H -4.045 -0.632 -1.024 -0.2392
H -3.197 -2.725 -1.883 0.3838
O 1.048 -0.529 -3.159 -0.5453
C 0.995 0.023 -4.419 0.3645
C -0.018 -0.561 -5.317 -0.4718
O 0.336 -1.887 -5.646 -0.5626
H 1.359 -1.431 -3.250 0.1719
H 0.872 1.105 -4.256 -0.5844
H 1.947 0.022 -4.926 0.5452
H 0.051 0.036 -6.202 0.6750
H -1.003 -0.513 -4.922 0.0155
H -0.141 -2.076 -6.451 0.3328
```

=====

Entry 2:
Here is a 15-piece molecular cluster, C36H106N4O15 overall in a non-equilibrium geometry from OMol25. Energies are from the ωB97M-V functional and the def2-TZVPD basis.

The calculation puts the max |F| at 5.24 eV/Å. For the calculated total energy, the calculation gives -2782.572444 Ha. Its charge is 0. As for the HOMO energy: -0.327 Ha. The calculation puts the gap between HOMO and LUMO at 0.3427 Eh. Its energy above the lowest of the compared OMol25 structures with the same formula, charge and spin is 0.0000 eV.

The geometry in XYZ format:
```
161
Properties=species:S:1:pos:R:3:mulliken_charge:R:1
O -11.581 13.769 -4.514 2.0747
H -11.090 13.381 -5.238 -0.6128
H -12.394 14.078 -4.913 -0.8301
C -12.981 10.603 2.274 -1.4161
C -14.069 10.334 1.264 0.4642
C -13.646 10.844 -0.134 0.1866
O -13.164 12.185 -0.128 -0.2733
C -12.823 12.650 -1.447 1.1613
N -14.387 8.884 1.196 -0.8023
H -12.073 10.101 1.940 0.3313
H -13.200 10.263 3.286 0.4148
H -12.743 11.665 2.327 0.2342
H -15.030 10.773 1.532 0.3226
H -14.494 10.835 -0.819 -0.4759
H -12.943 10.192 -0.653 0.0975
H -13.715 12.540 -2.063 -0.0163
H -12.061 12.026 -1.915 -0.5783
H -12.472 13.681 -1.406 -0.4733
H -14.906 8.717 2.046 0.2831
H -15.122 8.629 0.553 0.2631
C -13.778 16.439 -1.041 -0.9299
C -14.202 16.289 0.388 0.1496
C -15.562 15.644 0.514 -0.1333
O -16.630 16.441 -0.154 -0.3519
C -17.953 16.143 0.296 -0.6595
N -13.205 15.479 1.119 -0.4972
H -14.005 15.533 -1.604 0.0122
H -12.724 16.708 -1.123 0.3502
H -14.448 17.176 -1.483 0.3720
H -14.154 17.227 0.940 0.4759
H -15.825 15.519 1.565 0.4534
H -15.504 14.737 -0.088 -0.2224
H -18.725 16.735 -0.197 0.2732
H -18.150 16.254 1.362 0.3106
H -18.126 15.106 0.007 0.1705
H -13.139 14.518 0.815 0.0137
H -13.241 15.543 2.126 0.2756
C -6.558 18.107 -1.652 -1.4513
C -6.525 16.551 -1.880 0.2364
C -7.886 15.909 -2.282 0.3873
O -8.835 16.033 -1.190 -0.5177
C -10.116 15.513 -1.575 -0.0336
N -5.564 16.412 -2.961 -0.6336
H -6.749 18.742 -2.517 0.3160
H -5.641 18.450 -1.172 0.4003
H -7.322 18.392 -0.929 0.3385
H -6.191 16.106 -0.943 0.2831
H -7.806 14.848 -2.515 -0.0758
H -8.269 16.351 -3.202 -0.0986
H -10.636 16.212 -2.230 -0.0391
H -10.759 15.326 -0.715 0.2416
H -10.061 14.580 -2.135 0.1187
H -5.420 15.414 -3.015 0.2326
H -4.693 16.786 -2.612 0.2768
C -16.957 12.050 -1.883 -1.3369
C -17.238 11.122 -3.090 0.4033
C -15.914 10.630 -3.840 -0.7964
O -15.277 11.846 -4.281 0.2725
C -14.093 11.584 -5.054 0.0741
N -17.981 9.985 -2.571 -0.8022
H -16.247 12.857 -2.065 -0.0160
H -16.454 11.503 -1.086 0.2754
H -17.884 12.468 -1.491 0.5738
H -17.898 11.588 -3.822 0.4508
H -16.074 9.874 -4.609 0.5852
H -15.229 10.166 -3.131 -0.0605
H -14.500 11.031 -5.900 0.5950
H -13.356 11.004 -4.499 -0.6413
H -13.801 12.555 -5.454 -0.2177
H -18.850 10.399 -2.264 0.3078
H -18.263 9.492 -3.406 0.3156
C -11.172 13.129 -9.776 -1.6878
C -11.840 13.132 -8.395 1.2949
O -10.914 12.839 -7.382 0.4983
H -11.875 13.369 -10.573 0.4896
H -10.752 12.148 -9.998 0.2791
H -10.379 13.878 -9.786 0.3792
H -12.623 12.376 -8.339 -0.6383
H -12.406 14.054 -8.262 -0.1822
H -10.496 11.981 -7.484 -0.5240
C -12.536 8.670 -3.098 -0.1582
C -11.378 7.798 -2.602 -0.6646
O -10.405 7.641 -3.601 -0.5456
H -12.110 9.649 -3.316 -0.2980
H -13.245 8.802 -2.281 0.2135
H -13.029 8.219 -3.960 0.4963
H -11.712 6.772 -2.449 0.4680
H -10.949 8.112 -1.650 0.2198
H -10.339 6.740 -3.927 0.2794
C -14.610 16.727 -9.008 -0.5508
C -13.252 17.398 -9.266 -0.3836
O -12.542 17.388 -8.077 -0.5067
H -14.871 16.779 -7.951 0.1594
H -14.507 15.679 -9.290 -0.1088
H -15.418 17.063 -9.658 0.4757
H -13.398 18.382 -9.712 0.3471
H -12.643 16.895 -10.017 0.3230
H -11.609 17.256 -8.257 0.1549
C -7.302 12.668 -8.106 0.0184
C -6.491 11.560 -8.771 -0.5584
O -6.993 10.388 -8.438 -0.5347
H -6.784 13.622 -8.206 0.4831
H -7.615 12.414 -7.094 -0.3835
H -8.244 12.674 -8.655 0.0461
H -5.438 11.520 -8.491 0.4106
H -6.621 11.663 -9.848 0.2455
H -6.390 9.703 -8.738 0.3086
C -8.184 12.148 -3.819 -0.9043
C -9.250 11.079 -3.730 1.2930
O -8.624 9.819 -3.598 -0.6697
H -7.543 12.084 -2.940 0.4923
H -8.575 13.165 -3.795 -0.1989
H -7.737 12.059 -4.809 -0.0101
H -9.868 11.149 -4.625 -0.4385
H -9.992 11.328 -2.971 -0.2652
H -9.255 9.097 -3.569 0.3658
C -18.342 14.562 -7.287 -1.3619
C -17.560 14.220 -5.901 0.4582
O -17.039 12.926 -6.108 -0.5151
H -18.425 15.649 -7.315 0.4183
H -19.344 14.166 -7.448 0.3366
H -17.776 14.345 -8.193 0.2749
H -18.304 14.230 -5.105 0.2567
H -16.719 14.862 -5.639 -0.2301
H -16.285 12.731 -5.547 0.2097
C -13.074 16.833 -4.115 -0.8915
C -14.115 16.045 -4.984 -0.3613
O -13.550 15.524 -6.188 0.3514
H -12.332 16.260 -3.558 -0.3561
H -13.700 17.486 -3.507 0.4238
H -12.427 17.465 -4.723 0.4606
H -15.010 16.644 -5.147 0.5490
H -14.449 15.143 -4.471 0.0862
H -13.353 16.256 -6.778 -0.3846
C -14.657 11.390 -9.839 -1.2539
C -15.310 12.308 -8.737 1.2767
O -16.526 11.720 -8.323 -0.6348
H -15.190 11.296 -10.785 0.4070
H -14.463 10.346 -9.593 0.3146
H -13.731 11.812 -10.230 0.2351
H -15.290 13.342 -9.083 -0.1989
H -14.704 12.592 -7.877 -0.5187
H -16.839 12.176 -7.539 0.5957
C -9.630 16.551 -5.839 0.7052
C -8.347 15.942 -6.453 0.1289
O -7.624 16.868 -7.224 -0.6138
H -9.418 17.450 -5.261 0.5101
H -9.941 15.819 -5.094 -0.1632
H -10.446 16.728 -6.539 -0.8368
H -8.537 15.069 -7.078 -0.1974
H -7.712 15.606 -5.633 0.1966
H -7.099 17.389 -6.612 0.3501
C -11.527 9.532 -6.767 -0.3939
C -10.059 9.384 -7.212 -0.5616
O -9.581 10.551 -7.792 -0.3907
H -11.814 8.539 -6.419 0.5091
H -12.143 9.876 -7.598 0.1704
H -11.607 10.256 -5.957 -0.3199
H -9.978 8.509 -7.858 0.4439
H -9.429 9.170 -6.349 0.3900
H -8.634 10.405 -7.844 0.2141
```

=====

- The highest calculated total energy belongs to which entry?
  C36H106N4O15

=====

- charge of number 1 (C36H102N6O18)?
  0